Entry 1:
46
Properties=species:S:1:pos:R:3 method="wB97M-V/def2-TZVPD" spin_multiplicity=1 total_energy_ha=-1740.17489 e_lumo_ev=0.50 relative_energy_kj_mol=0.0 charge=0
Au 0.61879 -1.51624 -0.10971
C 5.64174 -1.15311 0.46176
O 4.84131 -1.10327 1.64466
C 3.52059 -1.24560 1.45068
O 3.04538 -1.44780 0.34525
N 2.90797 -1.15000 2.65582
N 1.53844 -1.20607 2.79745
H 6.67267 -1.13776 0.79986
H 5.43696 -0.28875 -0.16893
H 5.43779 -2.06156 -0.10207
H 3.49967 -0.91069 3.43489
H 1.14642 -0.31473 3.06896
H 1.26214 -1.93626 3.43692
C -0.95488 2.23882 -2.28551
N 0.33611 1.76186 -2.71835
C 0.63930 1.25531 -3.96979
C 1.94403 0.93380 -3.97802
N 2.43345 1.25404 -2.72510
C 1.44690 1.75584 -1.93186
S 1.59950 2.26467 -0.35561
H -1.68174 2.07739 -3.07800
H -0.90135 3.30046 -2.04124
H -1.27047 1.70576 -1.39516
H -0.10312 1.16807 -4.74253
H 2.55983 0.51558 -4.75254
H 3.36992 1.11810 -2.39439
C -2.65685 -1.87760 -1.48696
Si -1.68474 -1.54981 0.11816
C -2.31301 -2.87685 1.33519
C -2.39111 0.05198 0.88065
C -1.53171 0.94668 1.52297
C -1.99489 2.11159 2.11759
C -3.34970 2.40690 2.08980
C -4.22572 1.53327 1.45932
C -3.74864 0.37329 0.86593
H -3.69317 -1.53610 -1.43334
H -2.66600 -2.95045 -1.69281
H -2.18322 -1.38770 -2.33970
H -3.40440 -2.88358 1.38269
H -1.93682 -2.69606 2.34518
H -1.98293 -3.87340 1.03260
H -0.46720 0.74512 1.51840
H -1.29499 2.79612 2.58134
H -3.72210 3.31249 2.55236
H -5.28268 1.76805 1.42034
H -4.45751 -0.29180 0.38282



Entry 2:
48
Properties=species:S:1:pos:R:3 method="wB97M-V/def2-TZVPD" spin_multiplicity=1 total_energy_ha=-1373.73753 e_lumo_ev=0.54 relative_energy_kj_mol=0.0 charge=0
O -2.39048 -2.95892 1.26662
C -3.15867 -3.15699 0.38949
O -2.88812 -3.00433 -0.92839
C -4.01272 -3.47327 -1.67692
C -5.13185 -3.36415 -0.66307
F -6.06477 -4.33304 -0.81819
O -4.45103 -3.55822 0.56207
H -3.85169 -4.51271 -1.96602
H -4.16273 -2.86326 -2.56297
H -5.63346 -2.39492 -0.64306
O 3.42809 -0.24329 -1.54947
C 3.44710 0.39339 -2.54577
O 3.41502 1.74633 -2.59702
C 3.59267 2.15167 -3.95599
C 3.15600 0.91415 -4.71037
F 3.84723 0.74122 -5.86224
O 3.48370 -0.12374 -3.80604
H 4.64652 2.36614 -4.13914
H 2.99395 3.03141 -4.17316
H 2.08827 0.87049 -4.93125
B 1.00718 -1.89910 2.83576
C 1.89704 -1.39805 1.66611
C 1.26743 -0.14895 0.95230
C 2.16080 1.09381 1.08699
C 1.43376 2.44171 1.15403
C 0.69557 2.74810 2.46731
C -0.70024 2.16311 2.63005
O -1.54928 2.56470 1.53896
C -1.83805 1.61654 0.60408
C -2.69532 0.46149 1.05886
O -1.48318 1.73487 -0.54048
H 1.42714 -2.02931 3.94993
H -0.14209 -2.16997 2.65876
H 1.93208 -2.22426 0.94240
H 2.91774 -1.17811 1.98357
H 1.15228 -0.40104 -0.10113
H 0.27622 0.02321 1.37031
H 2.78956 0.99482 1.97743
H 2.80727 1.11587 0.20692
H 2.20345 3.21512 1.04544
H 0.75330 2.58390 0.31019
H 1.33110 2.45960 3.31050
H 0.56789 3.83481 2.52602
H -0.70929 1.07822 2.76808
H -1.15174 2.58388 3.53405
H -2.12387 -0.46541 0.95864
H -3.51595 0.39174 0.34113
H -3.06382 0.58071 2.07466



Entry 3:
46
Properties=species:S:1:pos:R:3 method="wB97M-V/def2-TZVPD" spin_multiplicity=1 total_energy_ha=-1190.25637 e_lumo_ev=0.67 charge=0
H 1.42427 -2.11439 -1.51162
N 0.56552 -0.17322 -1.69693
B -0.49163 2.00636 -2.53625
N 0.23898 0.63149 -2.76529
C 0.65619 0.03271 -3.89580
Sn 0.32917 0.33378 0.41858
H 0.54564 0.52156 -4.85442
C 1.21633 -1.19347 -3.55282
H 1.63011 -1.92335 -4.21795
C 1.14060 -1.29970 -2.16328
H -0.82676 2.50109 -3.56840
C 0.71304 0.50713 3.70791
H 1.00081 -0.19993 4.49702
H -0.37949 0.60319 3.67949
H 1.15084 1.49155 3.91065
N 0.52598 2.84187 -1.70634
N -1.69297 1.75928 -1.56086
N 0.97936 2.34420 -0.51327
N -1.57669 0.98416 -0.42569
C 1.10342 4.03265 -1.94720
C -2.95987 2.19609 -1.65401
H 0.86083 4.58319 -2.84394
H -3.23877 2.84693 -2.47094
C 1.95533 4.31008 -0.88321
C -3.67875 1.66420 -0.58905
C 1.86605 3.22203 -0.01166
C -2.78465 0.90213 0.16473
H 2.55757 5.18636 -0.75328
H -4.71981 1.80516 -0.38243
H 2.39922 3.02309 0.90364
H -2.93881 0.27998 1.03397
H 1.11685 0.14657 2.73634
C 1.52430 -2.99010 1.95528
C 0.06613 -2.77384 1.55992
C -0.44250 -4.01931 0.84214
C -0.77250 -2.58033 2.81913
O -0.07453 -1.68280 0.66065
H 1.63091 -3.90934 2.55107
H 1.89137 -2.15535 2.56693
H 2.15958 -3.08853 1.06589
H -0.33939 -4.89300 1.49984
H -1.50310 -3.92001 0.58102
H 0.12520 -4.21946 -0.07480
H -0.40032 -1.74024 3.41969
H -1.82244 -2.39649 2.55937
H -0.73062 -3.48399 3.44615



Entry 4:
41
Properties=species:S:1:pos:R:3 method="wB97M-V/def2-TZVPD" spin_multiplicity=1 total_energy_ha=-1251.81528 e_lumo_ev=-4.61 charge=+1
C 2.93355 -3.28229 0.70660
C 3.49928 -1.82757 1.04633
C 3.04052 -0.72448 0.02539
C 1.51238 -0.36698 0.12809
N 0.77430 -1.09949 0.97281
N -0.49933 -0.79515 1.05164
I -1.56065 -1.93801 2.44578
C -1.22303 0.14260 0.37625
C -2.73669 0.45352 0.52588
C -3.67303 -0.32947 -0.49358
C -3.39611 -1.87675 -0.57832
C -5.20621 -0.16303 -0.05884
C -0.47072 0.99738 -0.58915
C 0.97883 0.76139 -0.72142
C 1.86147 1.62054 -1.65653
C 1.84057 3.11628 -1.07484
C 2.21674 3.18967 0.44547
I 2.26129 5.25384 1.17389
H 3.63309 -4.09238 1.03310
H 2.62066 -3.37730 -0.36756
H 1.98344 -3.37794 1.30836
H 4.62028 -1.93205 0.99752
H 3.17374 -1.51220 2.06958
H 3.16705 -1.12901 -1.02456
H 3.68602 0.18778 0.08051
H -3.10796 0.39317 1.58779
H -2.85148 1.54366 0.25260
H -3.58000 0.09138 -1.52642
H -4.03830 -2.39522 -1.33956
H -3.70990 -2.31937 0.41323
H -2.30641 -2.13169 -0.68271
H -5.30197 0.12963 1.01604
H -5.70564 0.53795 -0.77149
H -5.74374 -1.14791 -0.17150
H -1.00948 1.78338 -1.16138
H 2.94088 1.31426 -1.65641
H 1.46690 1.66147 -2.70988
H 2.46616 3.81464 -1.68353
H 0.76874 3.46794 -1.15181
H 3.20122 2.68219 0.64894
H 1.47354 2.67563 1.11369



| no. | frontier orbital gap (eV) | HOMO level (hartree) |
| --- | --- | --- |
| 1 | 7.84 | -0.2697 |
| 2 | 10.61 | -0.3699 |
| 3 | 7.55 | -0.2527 |
| 4 | 7.32 | -0.4385 |